No. 1
The following is a quantum chemistry calculation of C22H15N3NiO7 as an isolated structure, from the OMol25 dataset.

* 2S+1: 3
* net charge: -2
* frontier orbital gap (alpha / beta): 6.639 / 6.720 eV
* E_tot: -3046.790587 a.u.
* energy relative to the best compared isomer or geometry (same formula, charge and spin): 0.000 eV

XYZ file:
```
48
Properties=species:S:1:pos:R:3:forces:R:3
Ni 0.691 0.621 0.576 0.10 0.12 -0.15
C -0.501 4.005 -1.922 -0.03 -0.08 -0.04
O -1.900 3.736 -2.030 0.00 -0.01 0.34
C -2.445 2.554 -1.583 0.02 0.11 -0.19
C -3.694 2.284 -2.097 0.09 -0.07 0.00
C -4.386 1.111 -1.780 -0.14 -0.02 0.02
C -3.805 0.212 -0.923 0.02 -0.08 0.03
C -2.552 0.464 -0.342 0.11 0.32 -0.40
C -2.053 -0.502 0.597 0.13 -0.12 0.32
N -0.920 -0.449 1.202 -0.01 0.10 -0.58
N -0.699 -1.374 2.186 0.03 -0.40 0.52
C 0.544 -1.300 2.622 -0.36 0.00 -0.53
O 1.476 -0.603 2.116 0.02 0.36 0.00
C 0.812 -2.089 3.859 0.11 -0.10 0.20
C 1.793 -1.649 4.743 0.04 0.03 -0.11
C 2.000 -2.303 5.948 0.04 -0.07 0.09
C 1.251 -3.426 6.272 -0.03 0.02 -0.02
C 0.290 -3.886 5.381 0.02 -0.05 0.02
C 0.069 -3.221 4.185 -0.04 0.03 -0.04
C -1.826 1.666 -0.637 -0.19 -0.17 0.13
O -0.714 1.959 -0.069 0.41 0.22 -0.05
H -0.359 4.950 -2.448 -0.01 -0.06 -0.02
H 0.098 3.231 -2.404 -0.03 -0.05 0.00
H -0.181 4.098 -0.890 0.01 -0.02 0.04
H -4.125 3.008 -2.779 0.06 0.01 -0.04
H -5.361 0.918 -2.210 0.02 0.00 -0.02
H -4.310 -0.719 -0.681 -0.01 0.02 0.04
H -2.708 -1.342 0.838 -0.04 0.04 0.13
H 2.381 -0.782 4.468 -0.03 0.00 -0.02
H 2.749 -1.938 6.641 0.02 0.00 -0.03
H 1.412 -3.941 7.213 0.02 0.01 0.00
H -0.294 -4.768 5.621 0.00 0.00 0.00
H -0.686 -3.561 3.490 -0.02 0.04 0.01
O 1.180 -0.417 -6.332 0.06 -0.09 -0.06
C 2.154 -0.181 -5.588 -0.06 0.14 0.38
O 3.356 -0.002 -5.855 -0.04 -0.02 -0.08
C 1.796 -0.086 -4.069 0.05 -0.09 -0.30
C 0.619 -0.652 -3.592 0.01 0.05 0.09
C 0.328 -0.579 -2.242 0.01 -0.15 -0.11
N 1.118 0.054 -1.374 -0.08 0.04 0.20
C 2.239 0.631 -1.824 0.10 0.13 0.07
C 2.623 0.552 -3.154 0.02 -0.03 0.10
C 3.032 1.434 -0.782 0.08 -0.13 -0.19
O 4.171 1.796 -1.065 -0.14 0.04 0.02
O 2.400 1.663 0.303 -0.30 -0.11 0.20
H -0.054 -1.133 -4.288 0.01 0.01 -0.01
H -0.568 -1.035 -1.838 -0.01 0.05 0.05
H 3.560 0.992 -3.464 -0.02 0.01 -0.03
```
Positions in Å, forces in eV/Å.

No. 2
The following is a quantum chemistry calculation of C22H15N4O4Rb as an isolated structure in a non-equilibrium geometry, from the OMol25 dataset.

* net charge: 0
* frontier orbital gap: 7.219 eV
* E_tot: -1391.390669 a.u.
* energy relative to the best compared isomer or geometry (same formula, charge and spin): 0.000 eV

XYZ file:
```
46
Properties=species:S:1:pos:R:3:forces:R:3
Rb 0.384 0.143 0.000 -1.64 1.03 0.00
C -3.429 -2.842 0.000 -0.05 0.02 0.00
C -4.650 -2.190 0.000 0.08 -0.01 0.00
C -4.674 -0.805 0.000 -0.01 0.07 0.00
C -3.470 -0.104 0.000 -0.05 -0.29 0.00
N -2.297 -0.740 0.000 -0.27 -0.04 0.00
C -2.277 -2.067 0.000 -0.03 -0.17 0.00
C -3.410 1.388 0.000 -0.06 0.28 0.00
C -4.563 2.173 0.000 0.00 -0.06 0.00
C -4.431 3.549 0.000 0.05 -0.06 0.00
C -3.166 4.106 0.000 0.06 0.04 0.00
C -2.059 3.258 0.000 -0.30 -0.02 0.01
N -2.196 1.934 0.000 0.06 -0.01 0.00
C -0.661 3.783 0.000 0.24 0.16 0.00
C -0.371 5.145 0.000 -0.07 -0.02 0.00
C 0.953 5.555 0.000 0.05 -0.07 0.00
C 1.953 4.599 0.000 -0.02 0.02 0.00
C 1.576 3.264 0.000 0.13 0.16 0.00
N 0.310 2.868 0.000 -0.09 0.55 0.00
H -3.367 -3.921 0.000 0.02 0.01 0.00
H -5.574 -2.753 0.000 -0.01 0.02 0.00
H -5.624 -0.291 0.000 0.01 0.00 0.00
H -1.291 -2.527 0.000 -0.01 0.01 0.00
H -5.546 1.728 0.000 0.00 0.00 0.00
H -5.309 4.181 0.000 0.00 0.01 0.00
H -3.054 5.180 0.000 0.01 -0.01 0.00
H -1.157 5.886 0.000 0.00 0.00 0.00
H 1.200 6.609 0.000 -0.03 0.01 0.00
H 2.999 4.874 0.000 -0.01 -0.01 0.00
H 2.322 2.474 0.000 0.03 0.02 0.00
O 2.852 0.117 0.000 1.31 -0.17 0.00
C 3.692 -0.778 0.000 0.24 0.10 0.00
C 3.482 -2.202 0.000 -0.33 -0.15 0.00
C 4.624 -3.001 0.000 0.26 -0.19 0.00
C 4.543 -4.374 0.000 -0.38 0.35 0.00
C 3.279 -5.006 0.000 0.23 -0.06 0.00
C 2.145 -4.259 0.000 -0.06 0.08 0.00
C 2.164 -2.815 0.000 0.10 -0.13 0.00
O 1.098 -2.154 0.000 0.51 -1.39 0.00
N 5.744 -5.162 0.000 0.41 -0.22 0.00
O 6.825 -4.587 0.000 -0.20 -0.02 0.00
O 5.634 -6.380 0.000 -0.06 0.11 0.00
H 4.766 -0.501 0.000 -0.04 0.03 0.00
H 5.607 -2.546 0.000 -0.01 0.05 0.00
H 3.251 -6.086 0.000 -0.06 0.00 0.00
H 1.168 -4.724 0.000 0.02 -0.03 0.00
```
Positions in Å, forces in eV/Å.

No. 3
The following is a quantum chemistry calculation of C22H15N4O4Rb as an isolated structure in a non-equilibrium geometry, from the OMol25 dataset.

* net charge: 0
* frontier orbital gap: 7.174 eV
* E_tot: -1391.387613 a.u.
* energy relative to the best compared isomer or geometry (same formula, charge and spin): 0.083 eV

XYZ file:
```
46
Properties=species:S:1:pos:R:3:forces:R:3
Rb 0.389 0.141 0.000 -1.72 1.08 0.00
C -3.417 -2.837 0.000 -0.07 0.10 0.00
C -4.640 -2.191 0.000 0.19 0.01 0.00
C -4.664 -0.806 0.000 0.18 0.13 0.00
C -3.456 -0.102 0.000 -0.33 -0.64 0.00
N -2.286 -0.738 0.000 -0.23 0.18 0.00
C -2.266 -2.059 0.000 -0.16 -0.43 0.00
C -3.397 1.378 0.000 -0.30 0.66 0.00
C -4.553 2.165 0.000 0.17 -0.05 0.00
C -4.425 3.542 0.000 0.17 -0.15 0.00
C -3.158 4.097 0.000 0.11 -0.12 0.00
C -2.048 3.247 0.000 -0.76 0.07 0.00
N -2.187 1.926 0.000 0.15 -0.08 0.00
C -0.661 3.767 0.000 0.50 0.52 0.00
C -0.369 5.134 0.000 -0.04 -0.20 0.00
C 0.954 5.546 0.000 0.04 -0.17 0.00
C 1.952 4.587 0.000 -0.08 0.00 0.00
C 1.572 3.252 0.000 0.28 0.33 0.00
N 0.311 2.857 0.000 -0.22 0.45 0.00
H -3.354 -3.913 0.000 0.05 -0.10 0.00
H -5.561 -2.757 0.000 -0.05 0.01 0.00
H -5.612 -0.295 0.000 -0.08 0.07 0.00
H -1.284 -2.514 0.000 0.15 -0.10 0.00
H -5.533 1.720 0.000 -0.10 -0.05 0.00
H -5.303 4.173 0.000 -0.01 0.02 0.00
H -3.047 5.167 0.000 0.03 0.11 0.00
H -1.152 5.873 0.000 -0.09 0.07 0.00
H 1.205 6.597 0.000 -0.04 0.05 0.00
H 2.995 4.860 0.000 0.10 0.01 0.00
H 2.316 2.466 0.000 0.14 -0.08 0.00
O 2.848 0.119 0.000 1.16 0.03 0.00
C 3.684 -0.774 0.000 0.59 0.19 0.00
C 3.480 -2.190 0.000 -0.52 -0.42 0.00
C 4.613 -2.994 0.000 0.26 -0.37 0.00
C 4.530 -4.371 0.000 -0.89 0.86 0.00
C 3.264 -4.999 0.000 0.25 -0.05 0.00
C 2.137 -4.246 0.000 -0.10 0.04 0.00
C 2.162 -2.803 0.000 0.35 -0.37 0.00
O 1.100 -2.148 0.000 0.16 -1.18 0.00
N 5.714 -5.141 0.000 0.74 -0.31 0.00
O 6.785 -4.549 0.000 0.12 -0.12 0.00
O 5.617 -6.359 0.000 0.00 -0.10 0.00
H 4.760 -0.499 0.000 -0.05 0.05 0.00
H 5.597 -2.548 0.000 0.07 0.10 0.00
H 3.237 -6.078 0.000 -0.09 -0.04 0.00
H 1.157 -4.703 0.000 -0.01 -0.05 0.00
```
Positions in Å, forces in eV/Å.

No. 4
The following is a quantum chemistry calculation of C22H16Br2F3N4O2Pd as an isolated structure in a non-equilibrium geometry, from the OMol25 dataset.

* net charge: +3
* frontier orbital gap: 4.632 eV
* E_tot: -6791.938392 a.u.
* energy relative to the best compared isomer or geometry (same formula, charge and spin): 1.305 eV

XYZ file:
```
50
Properties=species:S:1:pos:R:3:forces:R:3
Pd -0.423 -0.284 0.295 1.20 0.97 0.56
C -0.696 1.849 -2.373 -0.05 -0.03 0.02
C -1.788 0.839 -2.455 -0.16 -0.10 -0.01
C -2.704 0.867 -3.515 0.12 0.03 0.08
C -3.711 -0.063 -3.577 -0.17 -0.01 -0.17
C -3.797 -1.051 -2.588 -0.02 -0.19 0.10
C -4.812 -2.094 -2.550 -0.08 0.07 -0.16
Br -6.103 -2.155 -3.826 0.09 -0.03 0.12
C -4.851 -3.087 -1.542 -0.12 -0.01 -0.14
C -3.925 -3.113 -0.552 -0.03 -0.24 0.28
Br -3.964 -4.384 0.761 0.08 0.13 -0.07
C -2.828 -2.089 -0.512 -0.20 0.11 -0.21
O -1.971 -2.104 0.335 0.06 -0.38 0.00
C -2.838 -1.035 -1.583 0.04 0.20 -0.17
N -1.877 -0.114 -1.504 -0.28 -0.10 -0.23
H -1.077 2.851 -2.567 -0.02 -0.01 -0.02
H 0.053 1.636 -3.140 0.02 0.01 0.01
H -0.228 1.835 -1.391 0.06 0.02 0.03
H -2.608 1.628 -4.278 -0.04 0.01 0.01
H -4.428 -0.032 -4.388 0.02 0.00 0.00
H -5.631 -3.837 -1.563 -0.03 0.04 -0.07
N 2.963 4.198 2.300 -0.03 0.06 -0.06
C 1.845 4.165 3.055 -0.05 -0.05 0.05
O 1.520 5.018 3.841 0.06 0.06 -0.01
C 0.897 2.980 2.892 0.07 0.02 -0.11
C -0.100 2.849 3.852 -0.09 -0.08 0.09
C -1.043 1.837 3.743 0.04 0.12 -0.03
C -0.968 0.990 2.659 -0.09 0.11 0.18
N -0.012 1.129 1.734 0.11 -0.96 -0.62
C 0.917 2.087 1.836 0.13 -0.05 -0.07
H 3.586 4.981 2.432 -0.01 0.01 0.02
H 3.292 3.440 1.732 0.00 -0.05 0.09
H -0.126 3.552 4.675 0.05 0.04 -0.04
H -1.823 1.713 4.481 0.00 -0.04 -0.01
H -1.687 0.185 2.525 0.03 -0.04 0.01
H 1.657 2.135 1.048 -0.03 -0.01 -0.02
F 5.771 -2.970 1.119 0.02 -0.01 0.08
C 5.326 -2.770 -0.119 -0.01 0.01 0.02
F 5.244 -3.943 -0.741 -0.02 -0.05 -0.04
F 6.182 -1.991 -0.768 0.04 0.04 -0.04
C 3.945 -2.130 -0.058 0.04 0.02 0.00
C 3.710 -0.879 -0.607 -0.02 -0.11 0.01
C 2.440 -0.346 -0.510 0.11 0.10 -0.04
N 1.457 -1.020 0.093 -0.83 0.40 0.63
C 1.672 -2.230 0.632 0.13 -0.13 0.01
C 2.916 -2.820 0.571 0.04 0.04 -0.10
H 4.499 -0.329 -1.101 -0.01 0.01 -0.02
H 2.208 0.625 -0.925 -0.07 0.00 0.01
H 0.840 -2.724 1.115 -0.05 0.05 0.03
H 3.081 -3.796 1.007 -0.03 0.00 0.01
```
Positions in Å, forces in eV/Å.

No. 5
The following is a quantum chemistry calculation of an isolated ion of composition C22H16BrN2O4S and charge -1 in a non-equilibrium geometry, from the OMol25 dataset.

* net charge: -1
* frontier orbital gap: 6.437 eV
* E_tot: -4230.554324 a.u.
* SMILES: N#Cc1ccc([C@@H]([C@@H](C=[N+]([O-])[O-])c2ccc(Br)cc2)S(=O)(=O)c2ccccc2)cc1

XYZ file:
```
46
Properties=species:S:1:pos:R:3:forces:R:3
N 4.129 -4.376 3.634 -1.55 1.26 -1.01
C 3.338 -3.699 3.102 1.43 -1.28 0.96
C 2.399 -2.833 2.441 -0.36 0.12 0.02
C 2.871 -1.690 1.801 0.44 0.28 0.00
C 1.990 -0.809 1.202 -0.34 -0.22 -0.12
C 0.629 -1.125 1.133 -0.20 0.69 0.05
C -0.272 -0.204 0.312 0.22 1.23 2.42
C -0.290 -0.516 -1.144 -0.21 -0.89 -1.45
C -1.192 0.396 -1.880 -0.73 0.02 -0.65
N -2.224 -0.164 -2.568 1.01 0.38 -0.07
O -3.084 0.572 -3.146 0.30 -0.09 0.29
O -2.294 -1.423 -2.629 -0.62 0.09 -0.11
C 1.134 -0.473 -1.758 -0.79 -0.18 0.49
C 1.858 -1.661 -1.911 0.05 0.46 -0.05
C 3.177 -1.614 -2.356 0.07 0.08 -0.14
C 3.760 -0.381 -2.676 -0.97 -0.25 0.25
Br 5.562 -0.308 -3.235 0.17 -0.01 -0.08
C 3.003 0.789 -2.625 -0.28 0.06 0.05
C 1.676 0.747 -2.170 0.74 -0.50 -0.16
S -1.861 -0.026 1.338 -0.27 -0.16 -0.97
O -1.405 -0.030 2.711 -0.12 -0.11 0.02
O -2.796 -1.013 0.846 0.14 0.15 0.42
C -2.614 1.610 1.146 0.19 0.13 -0.12
C -2.734 2.472 2.240 0.35 -0.03 -0.03
C -3.226 3.763 2.039 -0.11 -0.05 -0.17
C -3.615 4.181 0.760 0.14 -0.20 -0.01
C -3.539 3.291 -0.313 -0.07 0.14 0.26
C -3.067 1.999 -0.104 0.02 -0.17 -0.59
C 0.135 -2.245 1.804 0.42 -0.52 -0.19
C 1.021 -3.086 2.469 0.00 -0.01 -0.03
H 3.940 -1.483 1.775 -0.21 -0.06 0.11
H 2.346 0.119 0.747 -0.03 -0.39 0.07
H 0.049 0.839 0.411 0.51 -0.02 0.19
H -0.700 -1.536 -1.259 0.23 0.39 -0.16
H -0.920 1.442 -2.062 -0.67 -0.54 0.08
H 1.354 -2.612 -1.692 0.40 0.41 0.01
H 3.738 -2.539 -2.471 0.01 0.22 0.03
H 3.422 1.735 -2.961 0.03 -0.22 0.11
H 1.068 1.654 -2.191 0.31 -0.31 0.17
H -2.407 2.133 3.223 -0.04 0.13 -0.26
H -3.289 4.457 2.877 -0.01 -0.23 -0.17
H -3.970 5.202 0.593 0.11 -0.31 0.13
H -3.820 3.591 -1.323 -0.01 -0.09 0.31
H -2.991 1.308 -0.945 -0.20 0.29 0.24
H -0.924 -2.511 1.802 0.37 0.27 -0.09
H 0.633 -3.941 3.012 0.13 0.03 -0.08
```
Positions in Å, forces in eV/Å.